{"formula": "C21H26N6O4", "method": "ωB97M-V/def2-TZVPD", "species": ["C", "O", "C", "C", "C", "C", "C", "C", "C", "C", "C", "C", "C", "N", "N", "C", "N", "N", "C", "C", "H", "H", "H", "H", "H", "H", "H", "H", "H", "H", "H", "H", "H", "H", "C", "N", "C", "O", "C", "C", "O", "N", "C", "C", "O", "H", "H", "H", "H", "H", "H", "H", "H", "H", "H", "H", "H"], "coordinates": [[0.3897, -0.9360, -1.6060], [-0.6276, -1.4986, -0.7652], [-1.8734, -0.9042, -0.7209], [-2.2328, 0.1754, -1.5568], [-3.5101, 0.7354, -1.5086], [-4.4593, 0.2222, -0.6287], [-4.1282, -0.8474, 0.2045], [-2.8431, -1.4189, 0.1795], [-2.5511, -2.5355, 1.1071], [-1.3741, -2.5529, 1.8734], [-1.0996, -3.6034, 2.7531], [-2.0198, -4.6575, 2.8803], [-1.8509, -5.7557, 3.6965], [-0.7920, -5.9250, 4.5187], [-2.7040, -6.7390, 3.8161], [-3.7812, -6.6024, 3.0864], [-4.6370, -7.6161, 3.1409], [-4.0786, -5.6466, 2.2386], [-3.1953, -4.6554, 2.1357], [-3.4556, -3.6009, 1.2606], [1.3229, -1.4917, -1.4749], [0.1008, -0.9987, -2.6598], [0.5770, 0.1103, -1.3444], [-1.5335, 0.6021, -2.2664], [-3.7633, 1.5684, -2.1585], [-5.4552, 0.6534, -0.5909], [-4.8768, -1.2297, 0.8920], [-0.6600, -1.7406, 1.7782], [-0.1699, -3.5947, 3.3152], [-0.4321, -5.0676, 4.9146], [-0.9626, -6.6992, 5.1501], [-5.2133, -7.6426, 2.3122], [-4.1726, -8.4620, 3.4371], [-4.3709, -3.6367, 0.6828], [2.5805, 6.0659, 0.0953], [1.6521, 5.6074, -0.9376], [1.6690, 4.4711, -1.6470], [0.7112, 4.2408, -2.3757], [2.8451, 3.4670, -1.5586], [2.7575, 2.4042, -2.6658], [3.8449, 1.4994, -2.6028], [4.1979, 4.0570, -1.4968], [4.7037, 4.9046, -2.3921], [6.1128, 5.3862, -2.1407], [4.0961, 5.2807, -3.3824], [3.4414, 6.5498, -0.3688], [2.9145, 5.2290, 0.7100], [2.0804, 6.7916, 0.7389], [0.8563, 6.1945, -1.1380], [2.6959, 2.9355, -0.6200], [1.8244, 1.8506, -2.5559], [2.7546, 2.8938, -3.6414], [4.5618, 1.8760, -3.1213], [4.7897, 3.7767, -0.7331], [6.1336, 5.9924, -1.2373], [6.7753, 4.5299, -2.0312], [6.4349, 5.9881, -2.9901]], "forces_ev_per_a": [[-0.45, 0.13, 0.00], [-0.20, 0.16, 0.09], [-0.18, 0.52, -0.41], [0.05, -0.23, 0.20], [0.02, -0.44, 0.39], [0.11, -0.09, -0.02], [0.49, 0.31, -0.51], [-0.07, 0.23, -0.16], [-0.81, -1.29, 0.14], [0.85, -0.71, 1.00], [-0.22, 1.14, -0.90], [0.58, 1.34, -0.68], [0.40, -1.46, 1.85], [1.10, 0.59, 0.45], [0.72, 0.13, 0.48], [-0.52, 0.61, -1.75], [-1.27, -1.64, 0.07], [-0.84, -0.13, -0.08], [-0.15, 0.43, -0.17], [0.65, 1.62, -0.73], [-0.42, -0.11, 0.24], [-0.01, 0.04, 0.07], [-0.08, -0.04, -0.02], [0.09, -0.16, 0.13], [0.11, -0.13, 0.08], [0.12, -0.07, 0.02], [0.21, -0.05, -0.02], [-0.12, -0.14, -0.01], [-0.12, -0.02, -0.08], [0.27, -0.36, 0.10], [0.26, 0.35, 0.07], [-0.15, -0.36, 0.24], [-0.47, -0.17, -0.07], [0.04, 0.00, 0.00], [-0.08, -0.15, -0.51], [0.62, 0.69, 1.18], [-0.51, -0.21, -1.21], [0.46, -0.58, 0.04], [0.29, 0.27, 0.07], [-0.13, 0.44, -0.47], [-0.03, -0.10, 0.23], [-1.05, -0.81, 1.11], [0.39, 0.98, -1.46], [-0.04, -0.08, 0.00], [-0.37, -0.19, 0.20], [0.11, 0.02, 0.19], [0.01, 0.10, 0.00], [-0.02, -0.15, -0.09], [0.02, -0.17, -0.05], [0.18, -0.01, 0.25], [0.14, 0.02, 0.00], [-0.23, 0.09, 0.09], [0.01, -0.07, 0.06], [-0.07, -0.04, -0.03], [0.17, 0.00, 0.12], [0.18, 0.03, 0.15], [-0.10, -0.09, 0.13]], "nbo_charge": [-0.25, -0.52, 0.39, -0.32, -0.19, -0.24, -0.17, -0.13, 0.00, -0.23, -0.16, -0.19, 0.47, -0.78, -0.57, 0.56, -0.78, -0.55, 0.20, -0.21, 0.21, 0.18, 0.17, 0.22, 0.22, 0.21, 0.22, 0.22, 0.20, 0.38, 0.40, 0.40, 0.39, 0.22, -0.41, -0.61, 0.68, -0.62, -0.16, -0.07, -0.72, -0.62, 0.66, -0.71, -0.62, 0.19, 0.20, 0.21, 0.41, 0.22, 0.19, 0.20, 0.47, 0.40, 0.22, 0.22, 0.25], "lumo_energy_ha": 0.0117, "homo_ev": -7.78, "total_charge": 0, "smiles": "COc1ccccc1-c1ccc2c(N)nc(N)nc2c1.CNC(=O)[C@@H](CO)NC(C)=O", "energy_ev": -39330.811}